[1]
The following is a quantum chemistry calculation of a 16-piece molecular cluster, C54H151N11O21 overall in a non-equilibrium geometry, from the OMol25 dataset.

HOMO energy in eV: -8.6
Relative energy (zero: lowest compared OMol25 entry of this formula, charge and spin) in kcal/mol: 0.00

Atoms and positions in Å:
C 3.361 -3.466 1.010
C 3.551 -2.848 2.408
O 4.897 -2.865 2.816
O 3.606 -4.818 1.123
H 3.975 -2.962 0.266
H 2.322 -3.293 0.670
H 2.964 -3.508 3.060
H 3.133 -1.843 2.441
H 5.213 -3.792 2.664
H 3.898 -5.101 0.218
C 4.439 7.347 -2.102
C 3.528 6.207 -2.673
O 3.090 5.377 -1.645
O 4.807 8.349 -3.026
H 5.373 6.912 -1.756
H 3.927 7.794 -1.223
H 4.154 5.660 -3.426
H 2.680 6.642 -3.215
H 3.509 4.502 -1.605
H 5.414 8.052 -3.664
C -3.131 -1.607 2.210
C -3.432 -1.162 3.593
O -2.542 -0.131 4.044
O -1.824 -2.167 2.070
H -3.208 -0.763 1.522
H -3.880 -2.358 1.978
H -3.325 -2.036 4.296
H -4.474 -0.935 3.680
H -1.682 -0.515 4.322
H -1.184 -1.575 1.616
C 2.308 1.568 2.847
C 0.881 2.047 2.896
O 0.477 2.674 1.687
O 2.391 0.455 1.970
H 2.798 1.378 3.794
H 2.948 2.384 2.406
H 0.816 2.719 3.773
H 0.225 1.235 3.102
H 1.003 3.498 1.558
H 3.389 0.314 1.703
C -0.172 0.689 -0.941
C 0.222 -0.796 -0.782
O 0.560 -1.127 0.554
O 0.991 1.473 -0.691
H -0.892 0.902 -0.148
H -0.613 0.977 -1.890
H 1.018 -1.024 -1.546
H -0.656 -1.411 -1.045
H 1.142 -0.411 0.883
H 0.878 1.810 0.198
C -0.843 -7.592 -1.422
C -1.125 -7.607 0.085
C -0.089 -6.700 0.705
O -0.376 -6.600 2.093
C 0.045 -5.300 2.693
N -2.475 -7.111 0.390
H 0.123 -7.940 -1.643
H -0.921 -6.538 -1.754
H -1.627 -8.139 -1.914
H -1.023 -8.654 0.390
H -0.252 -5.776 0.185
H 0.963 -7.050 0.654
H -0.131 -5.348 3.772
H -0.574 -4.507 2.278
H 1.075 -5.173 2.369
H -2.584 -6.111 0.099
H -2.603 -7.206 1.412
C 4.659 2.380 -3.660
C 3.596 2.001 -2.676
C 3.522 0.492 -2.674
O 4.671 -0.155 -2.110
C 4.611 -1.544 -2.273
N 3.672 2.597 -1.361
H 4.416 2.016 -4.626
H 5.645 2.053 -3.332
H 4.731 3.470 -3.891
H 2.594 2.179 -3.076
H 3.354 0.146 -3.690
H 2.627 0.199 -2.167
H 4.704 -1.832 -3.338
H 3.628 -1.873 -1.915
H 5.401 -1.953 -1.674
H 2.973 2.168 -0.800
H 4.597 2.409 -0.981
C 0.202 2.075 6.960
C -0.548 1.017 6.253
C 0.467 0.011 5.841
O -0.129 -1.008 5.081
C 0.792 -1.995 4.593
N -1.714 0.475 6.914
H -0.468 2.729 7.520
H 0.788 2.698 6.260
H 0.964 1.671 7.646
H -0.971 1.472 5.339
H 0.925 -0.394 6.708
H 1.269 0.464 5.238
H 1.364 -2.509 5.397
H 1.460 -1.444 3.934
H 0.126 -2.625 4.038
H -1.580 -0.047 7.799
H -2.308 -0.050 6.283
C 3.492 -7.878 -1.740
C 3.587 -6.430 -2.265
C 2.165 -5.818 -2.253
O 2.194 -4.473 -2.773
C 0.807 -3.968 -2.821
N 4.492 -5.623 -1.541
H 4.537 -8.278 -1.651
H 2.957 -8.550 -2.383
H 3.057 -7.935 -0.741
H 3.869 -6.444 -3.329
H 1.717 -5.706 -1.213
H 1.416 -6.377 -2.895
H 0.761 -3.191 -3.592
H 0.533 -3.513 -1.835
H 0.093 -4.716 -3.111
H 4.838 -4.879 -2.165
H 5.290 -6.147 -1.297
C -5.703 -0.534 -3.030
C -6.675 -0.553 -1.834
C -6.438 -1.750 -0.913
O -6.401 -3.033 -1.521
C -7.687 -3.485 -1.803
N -6.717 0.588 -0.944
H -5.646 -1.471 -3.612
H -4.704 -0.353 -2.651
H -6.012 0.330 -3.655
H -7.703 -0.619 -2.151
H -7.256 -1.799 -0.167
H -5.479 -1.513 -0.531
H -8.147 -2.790 -2.544
H -8.270 -3.561 -0.839
H -7.682 -4.523 -2.200
H -5.884 0.968 -0.518
H -7.122 1.401 -1.395
C 0.709 1.401 -5.332
C -0.769 1.048 -5.356
C -1.063 -0.420 -5.205
O -2.501 -0.589 -5.326
C -2.970 -1.810 -4.753
N -1.471 1.688 -4.285
H 1.091 1.056 -4.366
H 0.704 2.494 -5.439
H 1.160 0.844 -6.165
H -1.246 1.295 -6.298
H -0.670 -0.757 -4.207
H -0.567 -1.043 -5.964
H -2.532 -1.932 -3.759
H -2.647 -2.640 -5.311
H -4.027 -1.622 -4.587
H -2.489 1.502 -4.329
H -1.359 2.729 -4.277
C -2.730 4.980 2.768
C -3.005 3.586 3.274
C -4.433 3.337 3.622
O -4.884 4.422 4.377
C -6.251 4.581 4.221
N -2.616 2.553 2.266
H -1.714 5.210 2.515
H -3.024 5.712 3.541
H -3.482 5.202 1.973
H -2.442 3.357 4.174
H -4.593 2.311 4.143
H -5.018 3.308 2.693
H -6.437 5.447 4.858
H -6.762 3.659 4.565
H -6.527 4.943 3.162
H -2.655 1.614 2.685
H -1.651 2.718 1.998
C 0.720 6.083 3.171
C 0.996 6.254 1.672
C 1.621 7.616 1.347
O 0.649 8.542 1.889
C 0.940 9.923 1.542
N 1.871 5.170 1.283
H 1.634 6.174 3.719
H 0.276 5.091 3.310
H -0.063 6.777 3.477
H 0.074 6.128 1.129
H 1.619 7.726 0.258
H 2.613 7.837 1.723
H -0.075 10.316 1.748
H 1.106 9.934 0.430
H 1.773 10.342 2.091
H 2.579 5.105 1.973
H 2.289 5.260 0.350
C -4.594 -5.904 -4.603
C -3.759 -6.105 -3.366
C -3.977 -4.850 -2.540
O -2.988 -4.830 -1.519
C -2.981 -3.530 -0.935
N -3.926 -7.328 -2.585
H -4.498 -4.911 -4.998
H -5.672 -6.075 -4.388
H -4.284 -6.643 -5.341
H -2.660 -6.064 -3.627
H -5.051 -4.821 -2.181
H -3.811 -3.977 -3.209
H -2.268 -3.510 -0.126
H -3.992 -3.235 -0.574
H -2.688 -2.770 -1.665
H -4.893 -7.599 -2.474
H -3.555 -7.171 -1.631
C -4.745 3.929 -1.475
C -3.529 2.938 -1.415
C -2.200 3.639 -1.087
O -1.637 4.327 -2.262
C -0.536 5.017 -1.781
N -3.849 1.861 -0.416
H -5.506 3.396 -1.962
H -4.397 4.789 -2.051
H -5.112 4.192 -0.500
H -3.402 2.503 -2.412
H -1.453 2.902 -0.766
H -2.413 4.395 -0.275
H -0.148 5.674 -2.536
H 0.280 4.429 -1.308
H -0.841 5.819 -1.003
H -3.253 1.058 -0.620
H -3.482 2.179 0.515
C 6.357 0.474 3.136
C 6.089 0.810 1.660
C 7.264 0.663 0.687
O 8.282 1.576 1.062
C 9.399 1.457 0.245
N 4.918 0.068 1.140
H 6.390 -0.638 3.247
H 5.675 0.902 3.845
H 7.355 0.812 3.409
H 5.683 1.870 1.615
H 6.856 0.865 -0.322
H 7.727 -0.290 0.774
H 9.331 1.838 -0.771
H 9.723 0.363 0.222
H 10.226 2.004 0.741
H 5.177 -0.920 1.282
H 4.845 0.196 0.120

=====

[2]
The following is a quantum chemistry calculation of C54H39Cl3FeN5P as an isolated structure, from the OMol25 dataset.

HOMO energy (spin up / spin down) in eV: -9.2 / -9.3
<S²>: 8.99
Total charge: +1
Multiplicity: 6

Atoms and positions in Å:
Fe 0.220 -0.488 -0.240
C 0.130 -4.163 6.549
C -0.368 -4.835 5.440
C -0.349 -4.230 4.191
C 0.168 -2.947 4.034
C 0.674 -2.282 5.151
C 0.653 -2.885 6.401
C 0.178 -2.264 2.704
C -1.051 -1.930 2.132
C -2.333 -2.185 2.732
C -3.274 -1.615 1.942
C -2.590 -1.002 0.838
C -3.197 -0.212 -0.139
C -4.667 0.034 -0.037
C -5.583 -0.990 -0.263
C -6.946 -0.753 -0.146
C -7.406 0.512 0.199
C -6.498 1.540 0.420
C -5.135 1.302 0.302
C -2.523 0.350 -1.232
N -1.196 0.171 -1.525
C -0.984 0.698 -2.781
C 0.192 0.547 -3.513
C 0.190 0.967 -4.944
C 0.095 2.317 -5.275
C 0.096 2.719 -6.603
C 0.190 1.775 -7.618
C 0.277 0.427 -7.296
C 0.276 0.026 -5.967
C 1.386 0.032 -2.983
C 2.544 -0.337 -3.715
C 3.515 -0.649 -2.805
C 2.962 -0.455 -1.512
N 1.650 -0.085 -1.628
C 3.662 -0.555 -0.254
C 3.021 -1.182 0.833
C 3.664 -1.933 1.883
C 2.687 -2.419 2.683
C 1.432 -1.968 2.146
N 1.664 -1.269 0.997
C 5.020 0.030 -0.096
C 5.541 0.297 1.184
C 6.781 0.887 1.366
C 7.542 1.274 0.276
C 7.020 1.100 -0.995
C 5.780 0.511 -1.177
C -2.215 1.251 -3.269
C -3.156 1.050 -2.312
N -1.233 -1.208 0.974
H 0.110 -4.634 7.524
H -0.767 -5.837 5.546
H -0.723 -4.765 3.323
H 1.074 -1.280 5.036
H 1.046 -2.355 7.261
H -2.502 -2.715 3.657
H -4.342 -1.609 2.101
H -5.220 -1.974 -0.542
H -7.651 -1.555 -0.327
H -8.469 0.696 0.296
H -6.852 2.528 0.686
H -4.422 2.098 0.487
H 0.033 3.058 -4.484
H 0.025 3.772 -6.846
H 0.193 2.088 -8.655
H 0.339 -0.317 -8.081
H 0.319 -1.030 -5.718
H 2.636 -0.356 -4.790
H 4.496 -1.044 -3.017
H 4.717 -2.157 1.937
H 2.798 -3.063 3.542
H 4.948 0.098 2.060
H 7.140 1.068 2.373
H 8.506 1.748 0.417
H 7.573 1.443 -1.861
H 5.401 0.448 -2.180
H -2.350 1.708 -4.238
H -4.202 1.314 -2.348
C 2.188 2.223 1.281
P 0.508 1.853 0.694
C 0.290 3.032 -0.675
C -0.571 2.500 2.010
C -0.609 3.870 2.286
C -1.439 4.361 3.281
C -2.243 3.493 4.012
C -2.206 2.132 3.753
C -1.372 1.637 2.756
H 2.255 3.274 1.557
H 2.908 2.005 0.489
H 2.424 1.605 2.148
H 0.612 4.030 -0.381
H -0.761 3.058 -0.971
H 0.888 2.698 -1.526
H 0.011 4.562 1.727
H -1.459 5.425 3.488
H -2.894 3.883 4.786
H -2.827 1.449 4.320
H -1.339 0.573 2.566
Cl -0.389 -3.556 -4.742
C -1.359 -3.469 -3.272
Cl -2.051 -5.034 -2.880
Cl -2.618 -2.249 -3.432
C -0.484 -3.047 -2.165
N 0.175 -2.660 -1.317

=====

[3]
The following is a quantum chemistry calculation of C54H40FeN6O5SSe as an isolated structure in a non-equilibrium geometry, from the OMol25 dataset.

HOMO energy (spin up / spin down) in eV: -0.7 / -2.0
<S²>: 6.30
Total charge: -2
Multiplicity: 5

Atoms and positions in Å:
Fe -1.082 -0.421 0.473
C 2.489 8.076 -3.021
O 2.288 7.561 -1.735
C 1.620 6.361 -1.596
C 1.601 5.842 -0.303
C 1.019 4.620 -0.046
C 0.421 3.888 -1.071
C 0.405 4.436 -2.348
C 0.997 5.662 -2.618
C -0.078 2.523 -0.820
C -1.410 2.171 -1.076
C -2.374 2.921 -1.793
C -3.287 2.010 -2.269
C -2.895 0.731 -1.793
N -1.818 0.862 -0.995
C -3.450 -0.536 -2.201
C -3.548 -1.558 -1.207
C -4.512 -2.571 -1.045
C -4.178 -3.283 0.100
C -3.009 -2.702 0.586
C -2.173 -2.992 1.767
C -2.697 -3.396 3.147
C -3.640 -2.162 3.224
C -4.021 -1.647 4.507
C -3.067 -1.608 5.503
O -3.373 -1.075 6.754
C -2.927 0.251 6.885
C -1.797 -2.040 5.170
C -1.588 -2.545 3.847
C -0.785 -3.229 1.332
N -0.167 -2.224 0.693
C 1.119 -2.620 0.449
C 2.094 -1.773 -0.091
C 3.497 -2.209 -0.151
C 4.185 -2.249 -1.362
C 5.542 -2.501 -1.398
C 6.240 -2.703 -0.215
O 7.626 -2.890 -0.244
C 8.334 -1.694 -0.032
C 5.560 -2.707 0.996
C 4.199 -2.475 1.024
C 1.860 -0.424 -0.395
C 2.894 0.536 -0.640
C 2.295 1.756 -0.736
C 0.892 1.540 -0.587
N 0.655 0.206 -0.378
C 1.282 -3.949 0.914
C 0.083 -4.323 1.487
N -2.654 -1.641 -0.171
C -3.642 -0.790 -3.599
C -3.122 0.096 -4.572
C -3.122 -0.195 -5.915
C -3.643 -1.397 -6.385
O -3.666 -1.719 -7.746
C -2.409 -1.752 -8.374
C -4.172 -2.289 -5.458
C -4.161 -2.001 -4.112
H 3.185 8.906 -2.894
H 1.557 8.450 -3.462
H 2.938 7.339 -3.695
H 2.068 6.415 0.482
H 1.012 4.208 0.952
H -0.056 3.880 -3.151
H 0.978 6.051 -3.625
H -2.344 3.981 -1.969
H -4.160 2.203 -2.864
H -5.406 -2.700 -1.630
H -4.691 -4.121 0.534
H -4.444 -2.138 2.490
H -5.004 -1.226 4.654
H -3.398 0.643 7.787
H -3.227 0.859 6.023
H -1.835 0.294 6.982
H -0.959 -1.932 5.843
H -0.564 -2.867 3.656
H 3.647 -2.063 -2.281
H 6.078 -2.515 -2.336
H 9.391 -1.957 -0.038
H 8.082 -1.240 0.936
H 8.137 -0.967 -0.832
H 6.122 -2.870 1.906
H 3.664 -2.455 1.962
H 3.945 0.313 -0.697
H 2.759 2.709 -0.920
H 2.177 -4.536 0.830
H -0.168 -5.260 1.945
H -2.650 1.010 -4.250
H -2.697 0.519 -6.609
H -2.602 -1.790 -9.448
H -1.839 -2.644 -8.077
H -1.812 -0.863 -8.145
H -4.585 -3.227 -5.804
H -4.525 -2.747 -3.428
O 0.838 -0.328 2.308
N 1.139 0.481 3.250
C 2.129 0.145 4.093
C 2.558 0.968 5.108
C 1.925 2.197 5.281
C 0.893 2.533 4.435
C 0.476 1.680 3.403
S -0.780 2.099 2.351
H 2.579 -0.816 3.894
H 3.370 0.649 5.744
H 2.249 2.867 6.066
H 0.368 3.471 4.529
Se -3.180 -5.152 3.659
C -2.213 -1.645 2.653
N -1.850 -0.578 2.042